{
  "formula": "C16H15O9S",
  "method": "wB97M-V/def2-TZVPD",
  "total_charge": -1,
  "e_homo_ha": -0.1903,
  "orbital_gap_ev": 5.644,
  "elements": ["C", "C", "O", "O", "C", "C", "S", "O", "O", "O", "H", "H", "H", "H", "H", "H", "H", "C", "C", "C", "O", "C", "C", "C", "O", "H", "H", "H", "H", "C", "C", "C", "O", "C", "C", "C", "O", "H", "H", "H", "H"],
  "coordinates": [[2.76, 0.03, 0.24], [2.04, 1.16, -0.58], [2.02, 1.09, -1.76], [1.51, 2.20, 0.18], [0.07, 2.25, 0.12], [-0.65, 1.08, 0.87], [-0.94, -0.43, -0.15], [-0.06, -1.50, 0.37], [-2.34, -0.88, 0.00], [-0.72, -0.11, -1.63], [3.65, 0.54, 0.71], [2.10, -0.30, 1.07], [3.08, -0.78, -0.44], [-0.22, 3.19, 0.66], [-0.34, 2.36, -0.91], [-0.17, 0.82, 1.84], [-1.67, 1.46, 1.12], [1.77, -0.96, -6.69], [1.29, -2.19, -6.52], [0.67, -2.61, -5.23], [0.24, -3.73, -5.08], [0.61, -1.60, -4.15], [1.09, -0.37, -4.32], [1.71, 0.04, -5.60], [2.15, 1.17, -5.76], [2.23, -0.64, -7.62], [1.33, -2.94, -7.30], [0.16, -1.92, -3.22], [1.05, 0.38, -3.53], [-0.83, 1.01, 5.13], [-1.78, 1.52, 5.92], [-3.06, 0.81, 6.12], [-3.93, 1.27, 6.83], [-3.25, -0.48, 5.42], [-2.30, -0.99, 4.63], [-1.01, -0.28, 4.43], [-0.15, -0.74, 3.72], [0.12, 1.51, 4.97], [-1.66, 2.46, 6.44], [-4.19, -0.98, 5.58], [-2.42, -1.93, 4.11]]
}

{
  "formula": "C16H16Al2B2Br8O16",
  "method": "wB97M-V/def2-TZVPD",
  "total_charge": 4,
  "de_lowest_kj_mol": 322.7,
  "e_homo_ha": -0.6804,
  "orbital_gap_ev": 1.740,
  "elements": ["Al", "Al", "O", "C", "O", "B", "O", "C", "O", "O", "C", "O", "C", "O", "O", "O", "C", "O", "B", "O", "C", "O", "O", "C", "O", "C", "O", "O", "Br", "C", "C", "Br", "H", "H", "H", "H", "Br", "C", "C", "Br", "H", "H", "H", "H", "Br", "C", "C", "Br", "H", "H", "H", "H", "Br", "C", "C", "Br", "H", "H", "H", "H"],
  "coordinates": [[28.77, -0.83, 16.42], [29.97, 6.31, 13.17], [29.00, -2.55, 13.99], [29.24, -1.71, 13.10], [28.83, -0.45, 12.95], [29.56, 0.25, 11.90], [30.43, -0.77, 11.26], [30.29, -1.95, 11.96], [30.98, -2.97, 11.76], [30.13, 1.51, 12.35], [29.71, 2.49, 11.61], [29.98, 3.74, 11.79], [28.62, 2.03, 10.78], [28.51, 0.72, 10.94], [27.82, 2.79, 10.30], [34.43, -0.17, 15.97], [33.95, 0.50, 15.02], [34.56, 1.28, 14.14], [33.60, 2.14, 13.49], [32.29, 1.58, 13.96], [32.44, 0.71, 14.82], [31.50, 0.08, 15.46], [33.70, 3.57, 13.94], [33.26, 4.30, 12.98], [32.70, 5.39, 13.07], [33.24, 3.47, 11.72], [33.77, 2.28, 12.03], [32.99, 3.80, 10.60], [32.38, -1.63, 8.31], [30.65, -1.55, 7.43], [29.93, -0.27, 7.76], [28.35, -0.08, 6.74], [30.19, -2.49, 7.71], [30.89, -1.65, 6.37], [30.59, 0.56, 7.54], [29.83, -0.08, 8.83], [27.60, -4.95, 15.75], [27.83, -5.88, 13.97], [26.41, -6.41, 13.69], [26.20, -6.66, 11.80], [28.52, -6.72, 14.10], [28.25, -5.18, 13.25], [25.57, -5.77, 13.95], [26.28, -7.40, 14.13], [27.16, 6.71, 10.72], [26.51, 6.85, 8.86], [26.68, 5.44, 8.20], [28.60, 5.22, 7.82], [27.08, 7.55, 8.26], [25.49, 7.23, 8.88], [26.18, 5.37, 7.23], [26.38, 4.66, 8.90], [31.31, -3.19, 15.69], [31.36, -5.17, 15.70], [31.97, -5.72, 14.44], [31.81, -7.70, 14.38], [30.33, -5.51, 15.79], [31.83, -5.48, 16.63], [33.01, -5.40, 14.37], [31.46, -5.41, 13.53]]
}

{
  "formula": "C16H16As2F5MnSe2Te2",
  "method": "wB97M-V/def2-TZVPD",
  "total_charge": 1,
  "s_squared": 3.84,
  "de_lowest_kj_mol": 40.5,
  "e_homo_ha": [-0.3996, -0.4149],
  "multiplicity": 4,
  "orbital_gap_ev": [6.469, 5.520],
  "elements": ["Mn", "C", "As", "C", "C", "C", "C", "C", "C", "C", "As", "C", "C", "H", "H", "H", "H", "H", "H", "H", "H", "H", "H", "H", "H", "H", "H", "H", "H", "Se", "Te", "Te", "Se", "F", "C", "C", "C", "F", "C", "F", "C", "F", "C", "F"],
  "coordinates": [[1.74, -0.37, 0.32], [1.43, 2.44, -2.15], [0.52, 1.24, -0.92], [-0.87, 2.47, -0.26], [-0.66, 0.17, -2.05], [-1.21, 0.64, -3.24], [-2.09, -0.16, -3.95], [-2.43, -1.42, -3.48], [-1.89, -1.89, -2.29], [-1.01, -1.09, -1.57], [-0.25, -1.58, 0.17], [-0.14, -3.52, 0.14], [-1.89, -1.38, 1.21], [0.72, 3.14, -2.61], [1.94, 1.85, -2.92], [2.17, 3.01, -1.57], [-1.57, 2.64, -1.09], [-0.44, 3.42, 0.05], [-1.41, 2.01, 0.57], [-0.92, 1.62, -3.61], [-2.51, 0.20, -4.88], [-3.11, -2.04, -4.04], [-2.15, -2.87, -1.91], [-1.14, -3.98, 0.12], [0.37, -3.83, 1.06], [0.43, -3.85, -0.74], [-2.73, -1.74, 0.60], [-2.06, -0.32, 1.44], [-1.83, -1.96, 2.14], [3.56, -1.11, 1.43], [5.24, -2.53, 0.46], [3.96, -3.03, -1.90], [2.38, -1.13, -1.89], [0.49, -1.45, 2.90], [0.65, -0.10, 3.05], [1.11, 0.61, 1.95], [1.24, 1.99, 2.14], [1.67, 2.73, 1.08], [0.94, 2.63, 3.33], [1.08, 3.95, 3.46], [0.44, 1.87, 4.40], [0.08, 2.47, 5.53], [0.31, 0.49, 4.26], [-0.15, -0.24, 5.27]]
}

{
  "formula": "C16H16BrCaClN6O5S",
  "method": "wB97M-V/def2-TZVPD",
  "total_charge": 0,
  "de_lowest_kj_mol": 14.8,
  "e_homo_ha": -0.2313,
  "orbital_gap_ev": 6.400,
  "elements": ["Ca", "O", "C", "O", "C", "C", "C", "C", "C", "N", "C", "O", "O", "H", "H", "H", "H", "C", "C", "N", "N", "C", "S", "N", "N", "H", "H", "H", "H", "H", "H", "O", "C", "C", "C", "N", "C", "Br", "C", "H", "H", "H", "H", "Cl", "C", "H", "H"],
  "coordinates": [[7.07, 10.07, 9.72], [9.22, 11.02, 6.09], [8.46, 10.45, 6.98], [8.00, 11.21, 7.84], [8.19, 8.95, 6.96], [8.00, 8.31, 5.75], [7.56, 6.89, 5.89], [7.40, 6.35, 7.10], [7.45, 7.15, 8.36], [7.97, 8.51, 8.21], [6.02, 7.15, 9.15], [5.25, 6.21, 8.93], [6.01, 8.09, 10.01], [9.35, 11.97, 6.32], [8.27, 8.71, 4.78], [7.57, 6.33, 4.97], [7.02, 5.30, 7.28], [12.33, 9.86, 8.90], [11.61, 10.98, 9.52], [11.97, 12.25, 9.56], [10.87, 12.86, 10.16], [9.87, 12.06, 10.48], [8.41, 12.27, 11.30], [10.39, 10.80, 10.11], [9.66, 9.66, 10.08], [13.18, 10.37, 8.45], [11.72, 9.41, 8.14], [12.69, 9.05, 9.54], [10.82, 13.87, 10.25], [9.40, 9.23, 9.20], [9.94, 8.99, 10.81], [4.26, 8.68, 15.36], [5.04, 9.17, 14.35], [6.35, 8.82, 14.23], [6.98, 9.26, 13.08], [6.32, 9.84, 12.08], [5.07, 10.20, 12.28], [4.31, 11.17, 10.76], [4.34, 9.92, 13.38], [4.75, 8.32, 16.05], [6.88, 8.20, 14.91], [8.04, 9.05, 12.97], [3.30, 10.24, 13.48], [10.10, 6.58, 9.08], [8.31, 6.54, 9.47], [8.15, 7.14, 10.33], [8.09, 5.49, 9.58]]
}